(1)
Density functional theory data (wB97M-V/def2-TZVPD) for a molecular structure, C3F9K4O9S3.

Structure (XYZ):
```
28
Properties=species:S:1:pos:R:3:mulliken_charge:R:1
K -3.880 -0.502 0.217 1.018
K -2.064 3.703 -3.657 0.979
K -0.926 -3.186 -1.436 1.004
K 2.968 -0.195 -3.620 0.997
S -4.326 2.243 2.989 1.001
S -0.421 0.495 -1.730 0.848
S 4.314 -2.227 -0.577 1.076
F 2.978 -4.512 -0.805 -0.222
F 3.345 -3.529 -2.707 -0.230
F -1.818 2.665 2.245 -0.217
F 1.825 -2.782 -1.357 -0.284
F 0.221 1.361 0.625 -0.173
F 1.791 1.506 -0.892 -0.204
F -2.177 2.983 4.355 -0.233
F -2.109 0.961 3.561 -0.237
F 1.271 -0.433 -0.025 -0.143
O 5.533 -2.942 -0.791 -0.599
O 3.798 -2.131 0.752 -0.611
O -1.400 -0.401 -1.115 -0.675
O -0.907 1.822 -2.039 -0.554
O 0.333 -0.153 -2.796 -0.679
O -4.671 3.621 2.788 -0.617
O -4.334 1.445 1.748 -0.695
O 4.145 -1.026 -1.395 -0.693
O -4.872 1.568 4.133 -0.635
C 3.090 -3.334 -1.394 0.513
C 0.805 0.749 -0.392 0.633
C -2.514 2.232 3.315 0.633
```

Computed properties:
Energy relative to the best compared isomer or geometry (same formula, charge and spin), kcal per mole: 0.0
Total charge: +1
LUMO, eV: -4.2545
Highest occupied orbital energy, eV: -11.0
Orbital gap, eV: 6.78

(2)
Density functional theory data (wB97M-V/def2-TZVPD) for a molecular structure, C3F9O9S3Ti in a non-equilibrium geometry.

Structure (XYZ):
```
25
Properties=species:S:1:pos:R:3:mulliken_charge:R:1
Ti -1.675 2.284 0.131 0.956
S -2.302 -1.998 3.177 1.088
S -0.354 -1.827 -3.191 1.085
S 3.538 2.653 0.283 1.062
F -2.066 -3.104 -4.763 -0.238
F -1.510 -1.222 -5.413 -0.243
F 4.676 4.574 -1.270 -0.233
F 2.612 4.909 -0.678 -0.227
F -2.950 -2.583 5.748 -0.201
F -4.424 -1.237 4.703 -0.220
F -0.179 -2.824 -5.677 -0.237
F 4.198 5.267 0.821 -0.230
F -2.535 -0.412 5.342 -0.230
O -0.937 -2.436 3.380 -0.652
O 1.090 -1.684 -3.326 -0.644
O -2.973 -3.245 2.683 -0.686
O -2.430 -0.861 2.333 -0.617
O -0.630 -2.957 -2.269 -0.671
O 4.489 2.297 1.292 -0.647
O 2.151 2.463 0.706 -0.634
O 3.783 1.941 -0.996 -0.658
O -1.154 -0.654 -2.756 -0.675
C 3.784 4.511 -0.220 0.584
C -1.078 -2.304 -4.921 0.638
C -3.125 -1.551 4.883 0.528
```

Computed properties:
Spin multiplicity: 4
Total charge: -2
LUMO (spin up / spin down), eV: 1.9848 / 2.4209
Highest occupied orbital energy (spin up / spin down), eV: -3.4 / -3.4
Orbital gap (spin up / spin down), eV: 5.40 / 5.83

(3)
Density functional theory data (wB97M-V/def2-TZVPD) for 2 unconnected molecules or ions with the total composition C3H10 in a non-equilibrium geometry.

Structure (XYZ):
```
13
Properties=species:S:1:pos:R:3:mulliken_charge:R:1
C 2.037 -1.199 0.252 -0.996
C 3.354 -1.929 -0.152 -0.666
C -4.223 2.449 -0.178 -0.866
H 1.334 -1.033 -0.476 0.363
H -3.238 2.597 -0.654 0.213
H 3.036 -2.904 -0.534 0.251
H 3.939 -1.289 -0.784 0.271
H 1.446 -1.762 0.980 0.296
H -4.939 3.283 -0.483 0.216
H 2.257 -0.241 0.738 0.282
H -4.525 1.391 -0.447 0.203
H -4.316 2.653 0.883 0.234
H 3.838 -2.014 0.856 0.200
```

Computed properties:
Energy relative to the best compared isomer or geometry (same formula, charge and spin), kcal per mole: 14.2
LUMO, eV: 1.0790
Highest occupied orbital energy, eV: -11.9
SMILES: CC.C
Orbital gap, eV: 12.95

Record order is preserved below.
Total energy: -143800.9802, -101613.3926, -3272.4470 eV